[1]
DFT (ωB97M-V/def2-TZVPD) results for a molecular structure, C35H43ClLuN2Si2.

Geometry as XYZ:
```
84
Properties=species:S:1:pos:R:3:forces:R:3
C -1.305 -0.314 1.554 -0.6 -0.5 -0.1
C -1.796 0.321 0.380 -1.1 -0.7 0.1
C -1.760 -0.643 -0.684 -0.9 -0.2 0.4
H -2.193 1.336 0.340 0.1 -0.4 -0.1
C -1.202 -1.849 -0.170 -1.1 0.0 0.4
C -0.936 -1.652 1.210 -0.7 0.0 0.1
H -0.603 -2.427 1.895 0.0 0.3 -0.2
H -1.314 0.121 2.549 0.2 -0.1 -0.2
H -2.204 -0.536 -1.671 0.4 0.0 0.2
H -1.095 -2.785 -0.715 0.1 0.3 0.0
Lu 0.467 -0.113 -0.049 2.5 0.9 -2.3
Si 1.702 0.221 -7.069 0.4 0.1 -0.3
C 1.537 1.729 -8.148 -0.3 0.3 0.1
C 2.510 2.268 -9.015 -0.6 0.3 0.0
H 3.516 1.830 -9.056 -0.4 0.2 0.0
C 2.166 3.355 -9.840 0.0 -0.2 0.3
H 2.906 3.769 -10.533 -0.3 -0.1 0.3
C 0.880 3.915 -9.772 -0.1 -0.1 0.2
H 0.627 4.792 -10.377 0.2 -0.4 0.2
C -0.089 3.366 -8.922 0.2 0.0 -0.1
H -1.101 3.781 -8.856 0.4 -0.1 -0.2
C 0.235 2.263 -8.130 0.3 0.3 -0.4
H -0.531 1.805 -7.491 0.3 0.3 -0.3
C 1.792 -1.206 -8.242 0.2 -0.5 -0.3
C 0.900 -1.157 -9.332 0.0 -0.5 0.1
H 0.371 -0.223 -9.561 0.1 -0.4 0.1
C 0.648 -2.303 -10.093 0.2 0.1 0.2
H -0.103 -2.267 -10.889 0.3 -0.1 0.2
C 1.347 -3.488 -9.815 0.0 0.3 0.2
H 1.126 -4.394 -10.389 0.2 0.4 0.2
C 2.314 -3.508 -8.798 -0.1 0.1 -0.1
H 2.878 -4.425 -8.607 -0.2 0.3 -0.1
C 2.543 -2.370 -8.010 -0.6 -0.1 -0.4
H 3.283 -2.375 -7.205 -0.2 -0.2 -0.2
H 0.400 0.094 -6.398 -0.1 0.1 0.3
Si 0.599 0.200 -3.130 -0.3 -0.4 2.0
C -0.156 -1.346 -3.837 0.0 -0.5 -0.6
C -1.280 -1.333 -4.681 0.0 -0.5 0.1
H -1.644 -0.384 -5.090 0.0 -0.4 0.2
C -1.919 -2.533 -5.038 0.2 0.2 0.0
H -2.791 -2.499 -5.689 0.2 0.0 0.1
C -1.428 -3.760 -4.588 0.1 0.2 0.1
H -1.911 -4.696 -4.885 0.1 0.4 0.2
C -0.286 -3.782 -3.780 0.2 0.1 -0.1
H 0.120 -4.734 -3.434 -0.1 0.2 -0.1
C 0.360 -2.591 -3.432 -0.6 -0.1 -0.2
H 1.282 -2.623 -2.844 -0.2 0.0 0.0
C -0.351 1.660 -3.806 -0.4 1.0 -0.4
C -1.678 1.849 -3.341 0.2 0.1 -0.2
H -2.096 1.181 -2.578 0.2 0.3 -0.4
C -2.491 2.876 -3.831 0.1 -0.3 0.1
H -3.516 2.968 -3.462 0.3 0.0 -0.1
C -2.006 3.760 -4.796 0.2 -0.3 0.2
H -2.646 4.543 -5.196 0.2 -0.1 0.1
C -0.690 3.623 -5.232 0.2 0.1 -0.1
H -0.303 4.306 -5.995 -0.1 -0.3 0.3
C 0.135 2.604 -4.735 -0.2 -0.3 0.1
H 1.163 2.514 -5.102 -0.4 0.1 0.1
H 2.763 0.298 -6.027 0.0 -0.1 -0.7
Cl 2.649 0.248 -3.584 0.3 0.1 0.1
C 2.999 -0.854 0.974 0.0 0.1 0.5
N 1.911 -0.197 1.773 0.6 0.2 0.1
C 1.633 -0.989 2.995 0.2 0.2 0.0
C 2.219 1.236 2.162 -0.2 -0.1 0.0
C 1.304 2.267 1.471 0.3 0.2 0.1
N 1.264 2.106 0.004 0.3 -0.2 0.0
C 0.346 3.106 -0.586 0.0 0.2 0.1
C 2.612 2.276 -0.607 -0.1 0.2 -0.1
H 3.083 -1.903 1.302 0.1 0.5 -0.3
H 3.956 -0.326 1.144 -0.3 -0.4 -0.3
H 2.780 -0.868 -0.126 0.3 0.1 0.4
H 0.777 -0.546 3.514 0.2 -0.2 -0.1
H 1.415 -2.023 2.717 0.0 0.2 0.2
H 2.513 -0.958 3.654 -0.2 -0.1 0.0
H 2.050 1.309 3.245 0.1 0.1 -0.3
H 3.278 1.449 1.972 -0.3 0.0 0.1
H 0.270 2.175 1.852 0.4 0.1 -0.1
H 1.656 3.291 1.690 -0.1 -0.3 0.3
H 0.645 4.108 -0.235 -0.2 -0.2 -0.1
H 0.403 3.081 -1.680 0.0 -0.1 0.3
H -0.686 2.898 -0.279 0.2 0.1 -0.1
H 3.341 1.581 -0.172 -0.2 0.2 -0.1
H 2.556 2.074 -1.686 0.0 0.1 0.4
H 2.956 3.316 -0.449 0.0 -0.4 0.0
```
Positions in Å, forces in eV/Å.

Values from the calculation:
- Charge: +1
- HOMO-LUMO gap: 6.691 eV
- E_HOMO: -9.550 eV

***

[2]
DFT (ωB97M-V/def2-TZVPD) results for a molecular structure, C35H43ClN2Si2Tc.

Geometry as XYZ:
```
84
Properties=species:S:1:pos:R:3:forces:R:3
C -1.364 -0.633 5.111 -1.2 -1.0 -0.1
C -2.207 0.068 4.168 -0.9 -1.1 -0.1
C -2.395 -0.804 3.038 -0.9 -0.2 0.4
H -2.679 1.033 4.304 0.1 -0.3 0.0
C -1.640 -1.998 3.254 -1.3 -0.7 0.4
C -1.028 -1.910 4.528 -0.8 -0.5 0.5
H -0.464 -2.713 5.003 -0.2 0.4 -0.3
H -1.124 -0.308 6.114 0.1 -0.1 -0.3
H -2.981 -0.589 2.167 -0.2 -0.2 0.0
H -1.533 -2.816 2.560 -0.1 0.0 0.0
Tc -0.340 -0.331 3.265 4.1 1.6 1.1
Si 2.341 0.131 -4.199 1.4 1.9 0.4
C 1.670 1.641 -5.030 -0.6 0.3 -0.2
C 2.228 2.296 -6.149 -0.5 0.3 0.0
H 3.155 1.936 -6.603 -0.2 0.2 0.2
C 1.576 3.410 -6.719 0.0 -0.1 0.2
H 2.016 3.921 -7.587 -0.2 -0.3 0.5
C 0.360 3.875 -6.191 0.4 -0.6 0.3
H -0.139 4.744 -6.624 0.2 -0.3 0.1
C -0.214 3.201 -5.100 0.1 -0.1 -0.1
H -1.179 3.528 -4.700 0.4 -0.1 -0.2
C 0.437 2.100 -4.524 -0.1 0.4 -0.5
H -0.035 1.576 -3.687 0.1 0.2 -0.2
C 1.756 -1.369 -5.117 0.2 -0.7 -0.2
C 0.666 -1.327 -6.017 -1.6 -1.2 -1.4
H 0.278 -0.368 -6.376 0.1 -0.3 0.3
C 0.066 -2.517 -6.474 -0.1 1.9 0.1
H -0.808 -2.470 -7.136 0.4 0.0 0.4
C 0.592 -3.766 -6.108 -0.2 0.2 0.0
H 0.106 -4.688 -6.431 0.2 0.2 0.0
C 1.782 -3.808 -5.361 1.6 0.7 1.1
H 2.254 -4.774 -5.155 -0.2 0.4 0.0
C 2.375 -2.623 -4.896 -0.1 -2.1 -0.5
H 3.324 -2.666 -4.358 -0.3 -0.1 -0.1
H 1.919 0.070 -2.785 -0.2 -0.3 -0.1
Si -0.438 -0.134 0.788 -1.0 0.1 -0.2
C -1.045 -1.747 0.009 0.3 0.2 -0.1
C -2.150 -1.778 -0.858 0.1 -0.6 0.1
H -2.656 -0.846 -1.133 0.2 -0.4 0.1
C -2.608 -3.011 -1.357 0.4 0.0 0.3
H -3.481 -3.034 -2.018 0.4 -0.1 0.2
C -1.958 -4.201 -0.982 -0.1 0.3 0.2
H -2.318 -5.158 -1.357 0.0 0.2 0.1
C -0.864 -4.177 -0.098 0.0 0.5 -0.2
H -0.382 -5.102 0.242 -0.2 0.3 -0.3
C -0.385 -2.943 0.360 -0.6 -0.3 -0.3
H 0.494 -2.915 1.016 -0.3 0.0 -0.2
C -1.442 1.325 0.104 0.1 0.2 0.0
C -2.677 1.654 0.697 -0.1 0.3 -0.5
H -3.031 1.133 1.584 0.1 0.2 -0.3
C -3.494 2.661 0.170 0.5 -0.2 -0.1
H -4.452 2.865 0.652 0.3 0.1 -0.3
C -3.056 3.376 -0.954 0.1 -0.1 0.1
H -3.688 4.160 -1.367 0.1 -0.2 0.1
C -1.801 3.114 -1.525 -0.1 -0.2 0.4
H -1.441 3.699 -2.383 -0.2 -0.2 0.5
C -0.991 2.101 -0.985 -0.5 0.1 0.0
H -0.006 1.918 -1.422 -0.3 0.0 0.2
H 3.867 0.230 -4.162 -0.7 -0.6 -0.2
Cl 1.479 0.169 0.020 0.6 0.0 0.0
C 2.299 -1.684 3.388 0.1 -0.2 -0.1
N 1.623 -0.655 4.227 1.1 0.0 -0.1
C 1.688 -1.186 5.622 0.2 0.0 0.0
C 2.442 0.629 4.225 0.6 -0.7 0.1
C 1.641 1.763 3.653 -0.5 0.4 -0.1
N 0.212 1.603 4.076 0.2 1.1 -0.3
C 0.125 1.834 5.553 0.0 0.1 -0.2
C -0.591 2.686 3.440 -0.1 0.1 0.0
H 1.702 -2.615 3.417 0.3 0.4 0.0
H 3.303 -1.882 3.804 -0.3 0.0 -0.3
H 2.374 -1.346 2.345 0.0 0.0 0.3
H 2.757 -1.259 5.890 -0.5 -0.1 0.1
H 1.203 -0.493 6.318 0.2 -0.6 -0.2
H 1.215 -2.170 5.684 0.3 0.4 0.0
H 2.772 0.835 5.259 -0.2 0.0 -0.5
H 3.352 0.458 3.625 -0.3 0.2 0.3
H 1.996 2.725 4.056 0.1 -0.2 -0.3
H 1.701 1.779 2.545 -0.2 0.0 0.6
H 0.622 2.787 5.775 -0.2 -0.1 0.0
H -0.930 1.898 5.850 0.4 0.0 -0.1
H 0.615 1.044 6.131 -0.2 0.5 -0.3
H -0.586 2.559 2.347 0.0 0.2 0.5
H -1.632 2.630 3.813 0.7 0.2 -0.3
H -0.153 3.651 3.729 -0.2 0.0 -0.2
```
Positions in Å, forces in eV/Å.

Values from the calculation:
- Charge: +2
- 2S+1: 4
- <S²>: 3.7808
- HOMO-LUMO gap (alpha / beta): 6.997 / 3.015 eV
- E_HOMO (alpha / beta): -12.527 / -12.717 eV

***

[3]
DFT (ωB97M-V/def2-TZVPD) results for a molecular structure, C35H43ClP2Si2Zn.

Geometry as XYZ:
```
84
Properties=species:S:1:pos:R:3:forces:R:3
C -1.770 -1.499 2.598 -0.7 -0.5 -0.3
C -2.810 -0.943 1.825 -0.4 -0.3 0.0
C -3.404 -1.974 1.027 -0.2 0.3 0.6
H -3.164 0.096 1.957 0.3 -0.7 -0.5
C -2.710 -3.243 1.380 0.4 0.8 0.5
C -1.668 -2.878 2.301 -0.7 -0.1 0.4
H -1.001 -3.600 2.788 -0.3 0.4 -0.4
H -1.229 -0.947 3.367 -0.1 -0.4 -0.6
H -4.373 -1.897 0.510 0.6 -0.1 0.3
H -3.125 -4.247 1.297 0.1 0.3 -0.3
Zn -1.788 -2.559 -0.388 -0.1 -1.3 2.4
Si -1.388 -1.590 -2.995 0.7 1.5 -2.8
C -1.151 0.036 -3.951 -0.6 -0.3 -0.5
C 0.113 0.322 -4.488 -0.1 0.5 0.0
H 0.908 -0.428 -4.477 -0.2 0.2 0.1
C 0.379 1.576 -5.057 -0.2 -0.4 0.1
H 1.377 1.777 -5.451 -0.3 0.0 0.1
C -0.631 2.537 -5.129 -0.2 -0.2 0.2
H -0.431 3.508 -5.580 -0.1 -0.2 0.1
C -1.906 2.242 -4.625 0.1 -0.2 -0.1
H -2.703 2.987 -4.668 0.2 -0.2 -0.1
C -2.171 0.986 -4.066 0.3 0.4 -0.1
H -3.179 0.739 -3.717 0.3 0.2 0.0
C -0.453 -2.750 -4.153 0.0 -0.4 0.4
C -1.055 -2.951 -5.412 0.3 -0.3 0.0
H -2.031 -2.511 -5.642 0.3 -0.1 0.1
C -0.401 -3.696 -6.394 0.1 0.1 0.2
H -0.853 -3.818 -7.381 0.1 0.0 0.3
C 0.847 -4.266 -6.115 -0.1 -0.1 0.1
H 1.361 -4.834 -6.890 -0.1 0.1 0.2
C 1.433 -4.110 -4.857 -0.1 0.3 -0.2
H 2.392 -4.583 -4.632 -0.3 0.2 -0.1
C 0.805 -3.315 -3.890 -0.1 -0.3 -0.4
H 1.312 -3.143 -2.939 -0.2 0.0 -0.4
H -2.817 -1.978 -2.914 -0.2 -0.1 0.1
Si 1.525 2.395 -0.424 -1.9 -1.0 1.1
C 1.001 0.601 -0.571 -1.3 0.9 -0.7
C -0.172 0.372 -1.213 0.3 0.6 0.5
H -0.825 1.184 -1.543 0.4 -0.2 0.0
C -0.731 -0.999 -1.351 -0.6 -0.9 -0.2
H -1.799 -0.895 -0.861 0.9 1.1 0.0
C 0.171 -2.153 -0.862 -0.6 -0.5 0.1
H 0.115 -3.172 -1.309 0.6 1.1 -0.4
C 1.396 -1.791 -0.246 0.4 1.3 0.7
H 2.030 -2.607 0.083 0.2 0.1 0.0
C 1.795 -0.471 -0.102 0.7 -2.3 0.2
H 2.769 -0.222 0.308 -0.1 -0.2 0.0
C -0.017 3.415 -0.658 0.3 0.4 0.0
C -1.124 3.430 0.205 -0.4 0.4 -0.4
H -1.082 2.891 1.151 0.0 0.1 -0.1
C -2.295 4.120 -0.163 0.5 -0.3 0.1
H -3.154 4.122 0.513 0.3 0.0 -0.3
C -2.358 4.777 -1.398 0.4 -0.2 -0.1
H -3.278 5.276 -1.706 0.3 -0.1 0.1
C -1.247 4.769 -2.254 -0.1 0.0 0.2
H -1.312 5.263 -3.227 0.1 -0.1 0.3
C -0.074 4.109 -1.871 -0.4 0.1 0.0
H 0.806 4.098 -2.523 -0.4 0.1 0.1
H 2.458 2.650 -1.424 1.3 0.7 -1.2
Cl 2.404 2.714 1.423 0.2 0.1 -0.1
C 3.030 -1.839 2.799 0.3 -0.1 0.0
P 1.412 -1.308 3.443 -0.2 0.3 -0.2
C 1.329 -2.406 4.910 0.1 -0.2 0.1
C 1.843 0.298 4.285 0.2 -0.4 -0.1
C 0.721 1.325 4.151 0.1 0.7 0.2
P 0.737 2.733 5.412 -0.4 -0.7 -0.6
C 2.536 2.951 5.733 0.1 0.6 -0.1
C 0.251 1.780 6.918 -0.1 0.3 0.2
H 2.956 -2.902 2.547 0.1 0.1 0.1
H 3.821 -1.684 3.536 0.1 -0.1 0.0
H 3.276 -1.302 1.883 0.0 0.0 0.2
H 0.508 -2.104 5.572 0.2 -0.1 -0.1
H 1.132 -3.427 4.558 0.1 0.1 0.2
H 2.283 -2.377 5.454 -0.2 -0.1 0.1
H 2.088 0.063 5.336 0.0 0.2 -0.3
H 2.754 0.661 3.784 -0.2 0.0 0.3
H 0.812 1.827 3.171 -0.3 -0.5 0.4
H -0.283 0.859 4.220 0.5 0.3 -0.1
H 2.772 2.659 6.759 0.1 0.0 -0.2
H 3.159 2.407 5.020 0.0 0.1 0.2
H 2.730 4.025 5.622 0.2 -0.3 0.1
H -0.382 0.926 6.652 0.1 0.1 0.1
H 1.134 1.449 7.477 -0.3 -0.1 -0.1
H -0.334 2.469 7.543 0.1 -0.4 0.1
```
Positions in Å, forces in eV/Å.

Values from the calculation:
- Charge: 0
- HOMO-LUMO gap (alpha / beta): 5.745 / 5.746 eV
- E_HOMO (alpha / beta): -6.250 / -6.250 eV

***

[4]
DFT (ωB97M-V/def2-TZVPD) results for a molecular structure, C35H43CrN2O8Se.

Geometry as XYZ:
```
90
Properties=species:S:1:pos:R:3:forces:R:3
Cr -0.422 0.759 -2.168 0.2 0.1 0.3
C -0.138 -5.108 2.495 0.0 0.0 0.0
C 1.121 -4.231 2.491 0.0 0.0 0.0
C 1.164 -3.413 3.789 0.0 0.0 0.0
C 2.342 -5.150 2.466 0.0 0.0 0.0
C 1.088 -3.284 1.295 0.0 0.0 0.0
C 0.039 -2.384 1.152 0.0 0.0 0.0
C -0.001 -1.486 0.104 0.0 0.1 -0.1
Se -1.487 -0.256 0.082 0.0 -0.1 0.1
C -0.684 1.178 1.073 0.1 0.1 -0.1
C -0.849 1.213 2.452 0.0 0.0 0.0
C -0.275 2.215 3.211 0.0 0.0 0.0
C 0.460 3.186 2.523 0.0 0.0 0.0
C 0.649 3.196 1.152 0.0 0.0 0.0
C 0.061 2.152 0.380 0.0 -0.1 0.0
O 0.227 2.111 -0.923 -0.1 0.1 -0.1
C 1.486 4.280 0.468 0.0 0.0 0.0
C 0.627 5.043 -0.552 0.0 0.0 0.0
C 2.029 5.307 1.464 0.0 0.0 0.0
C 2.693 3.643 -0.239 0.0 0.0 0.0
C -0.404 2.297 4.729 0.0 0.0 0.0
C -1.096 3.609 5.121 0.0 0.0 0.0
C -1.221 1.136 5.295 0.0 0.0 0.0
C 0.990 2.253 5.370 0.0 0.0 0.0
C 1.013 -1.425 -0.891 0.0 0.0 0.0
O 0.993 -0.547 -1.859 -0.2 -0.1 0.0
C 2.066 -2.368 -0.772 0.0 0.0 0.0
C 2.069 -3.240 0.314 0.0 0.0 0.0
C 3.252 -2.495 -1.748 0.0 0.0 0.0
C 3.325 -3.943 -2.261 0.0 0.0 0.0
C 4.550 -2.161 -0.997 0.0 0.0 0.0
C 3.202 -1.594 -2.988 0.0 0.0 0.0
H -0.131 -5.787 3.351 0.0 0.0 0.0
H -0.194 -5.703 1.582 0.0 0.0 0.0
H -1.043 -4.503 2.553 0.0 0.0 0.0
H 1.179 -4.072 4.661 0.0 0.0 0.0
H 0.294 -2.761 3.873 0.0 0.0 0.0
H 2.054 -2.782 3.816 0.0 0.0 0.0
H 2.324 -5.807 3.337 0.0 0.0 0.0
H 3.273 -4.581 2.496 0.0 0.0 0.0
H 2.354 -5.777 1.573 0.0 0.0 0.0
H -0.770 -2.365 1.873 0.0 0.0 0.0
H -1.431 0.426 2.913 0.0 0.0 0.0
H 0.915 3.975 3.105 0.0 0.0 0.0
H -0.216 5.525 -0.053 0.0 0.0 0.0
H 0.242 4.371 -1.315 0.0 0.0 0.0
H 1.225 5.820 -1.035 0.0 0.0 0.0
H 1.228 5.834 1.985 0.0 0.0 0.0
H 2.617 6.049 0.921 0.0 0.0 0.0
H 2.682 4.849 2.209 0.0 0.0 0.0
H 2.373 2.914 -0.979 0.0 0.0 0.0
H 3.333 3.138 0.488 0.0 0.0 0.0
H 3.285 4.418 -0.733 0.0 0.0 0.0
H -2.082 3.673 4.659 0.0 0.0 0.0
H -0.519 4.475 4.794 0.0 0.0 0.0
H -1.216 3.674 6.205 0.0 0.0 0.0
H -2.239 1.130 4.900 0.0 0.0 0.0
H -1.284 1.226 6.381 0.0 0.0 0.0
H -0.762 0.173 5.064 0.0 0.0 0.0
H 1.602 3.099 5.056 0.0 0.0 0.0
H 1.513 1.339 5.084 0.0 0.0 0.0
H 0.911 2.280 6.459 0.0 0.0 0.0
H 2.899 -3.929 0.392 0.0 0.0 0.0
H 3.474 -4.662 -1.455 0.0 0.0 0.0
H 4.157 -4.049 -2.962 0.0 0.0 0.0
H 2.404 -4.208 -2.781 0.0 0.0 0.0
H 4.715 -2.830 -0.151 0.0 0.0 0.0
H 4.515 -1.139 -0.616 0.0 0.0 0.0
H 5.409 -2.247 -1.668 0.0 0.0 0.0
H 2.303 -1.762 -3.577 0.0 0.0 0.0
H 4.075 -1.827 -3.605 0.0 0.0 0.0
H 3.228 -0.539 -2.728 0.0 0.0 0.0
O -2.724 -1.620 -3.075 0.0 0.1 0.0
C -2.668 -0.545 -3.649 -0.3 -0.1 -0.1
O -1.752 0.347 -3.568 0.1 0.0 -0.3
C -3.815 -0.166 -4.593 0.1 -0.1 0.1
C -3.719 0.918 -5.456 0.0 -0.1 0.1
C -4.777 1.192 -6.304 0.0 0.3 -0.2
C -5.939 0.449 -6.330 0.1 0.0 0.0
C -5.999 -0.611 -5.448 -0.2 -0.2 0.0
C -4.969 -0.940 -4.588 0.1 0.1 0.0
N -7.237 -1.435 -5.439 0.1 0.3 0.2
O -7.335 -2.290 -4.583 0.0 0.0 -0.2
O -8.085 -1.176 -6.273 0.1 -0.2 0.1
N -4.669 2.345 -7.238 0.0 -0.2 0.2
O -5.590 2.523 -8.013 0.2 0.1 0.1
O -3.669 3.029 -7.168 -0.2 -0.1 -0.1
H -2.831 1.532 -5.455 0.0 0.0 0.0
H -6.751 0.680 -7.001 0.0 0.0 0.0
H -5.037 -1.787 -3.921 0.0 0.0 0.0
```
Positions in Å, forces in eV/Å.

Values from the calculation:
- Charge: -1
- 2S+1: 5
- <S²>: 6.0125
- HOMO-LUMO gap (alpha / beta): 5.743 / 5.983 eV
- E_HOMO (alpha / beta): -4.658 / -4.898 eV

***

Number 1: total energy -3743.5331 hartree, molecular weight 758.34 g mol⁻¹. Number 2: total energy -2588.3699 hartree, molecular weight 681.37 g mol⁻¹. Number 3: total energy -4860.5534 hartree, molecular weight 682.69 g mol⁻¹. Number 4: total energy -5516.8597 hartree, molecular weight 750.69 g mol⁻¹.